{
  "formula": "H2INS",
  "method": "the ωB97M-V functional and the def2-TZVPD basis",
  "species": ["N", "S", "I", "H", "H"],
  "positions_angstrom": [[-1.007, -0.565, 0.030], [-0.035, 0.637, -0.120], [2.364, -0.031, 0.025], [-1.237, -0.851, -1.251], [-0.085, 0.809, 1.317]],
  "lumo_energy_ev": [-0.05, -2.78],
  "s2": 2.01,
  "gap_ha": [0.249, 0.245],
  "spin_multiplicity": 3,
  "homo_energy_ev": [-6.83, -9.45]
}



{
  "formula": "C29H54BFN2O8PS",
  "method": "the ωB97M-V functional and the def2-TZVPD basis",
  "species": ["C", "C", "C", "C", "O", "C", "O", "C", "C", "C", "F", "C", "C", "C", "O", "P", "S", "B", "O", "O", "C", "C", "C", "C", "N", "C", "C", "C", "C", "C", "C", "C", "O", "N", "C", "C", "C", "O", "C", "H", "H", "H", "H", "H", "H", "H", "H", "H", "H", "H", "H", "H", "H", "H", "H", "H", "H", "H", "H", "H", "H", "H", "H", "H", "H", "H", "H", "H", "H", "H", "H", "H", "H", "H", "H", "H", "H", "H", "H", "H", "H", "H", "H", "H", "H", "H", "C", "C", "C", "O", "H", "H", "H", "H", "H", "H", "H"],
  "positions_angstrom": [[4.269, -2.485, 4.178], [2.811, -2.240, 3.561], [2.805, -2.150, 1.936], [1.254, -1.811, 1.545], [1.094, -0.413, 1.805], [-0.256, 0.079, 1.448], [-1.165, -0.743, 2.083], [-2.219, -1.481, 1.548], [-1.956, -2.505, 0.326], [-2.929, -2.281, -0.949], [-2.614, -3.377, -1.871], [-2.599, -2.485, 2.793], [-4.270, -2.870, 2.708], [-4.689, -3.908, 1.450], [-4.617, -4.317, 3.003], [-3.702, -0.292, 1.270], [-4.092, 0.656, 2.968], [-0.222, 0.388, -0.133], [-1.319, 0.688, -1.026], [1.071, 0.303, -0.812], [-0.320, 1.556, 2.180], [1.075, 2.158, 2.620], [2.157, 2.515, 1.503], [3.549, 1.719, 1.821], [4.164, 1.451, 0.473], [5.416, 0.610, 0.600], [5.340, -0.438, -0.641], [5.086, 0.188, -2.064], [4.942, -0.705, -3.319], [5.060, -2.243, -3.118], [5.360, -2.891, -1.725], [5.505, -1.986, -0.454], [5.778, -2.578, 0.807], [-1.263, 2.411, 1.417], [-0.847, 3.807, 1.157], [-2.125, 4.535, 0.446], [-1.763, 5.064, -1.022], [-1.729, 4.038, -2.039], [-3.055, 3.600, -2.417], [4.930, -1.546, 4.084], [4.122, -2.639, 5.315], [4.768, -3.431, 3.777], [2.307, -1.264, 3.920], [2.076, -3.093, 3.824], [3.116, -3.151, 1.477], [3.482, -1.329, 1.528], [0.641, -2.523, 2.195], [1.154, -2.141, 0.456], [-0.888, -2.465, -0.099], [-2.113, -3.614, 0.615], [-4.038, -2.331, -0.699], [-2.718, -1.324, -1.530], [-2.499, -1.969, 3.805], [-2.043, -3.474, 2.748], [-5.060, -2.015, 3.007], [-3.970, -4.747, 1.176], [-5.825, -3.950, 1.305], [-3.447, 0.739, 0.318], [-4.880, -0.992, 0.788], [-1.423, 1.675, -1.097], [0.892, 0.074, -1.761], [-0.868, 1.335, 3.182], [1.611, 1.496, 3.405], [0.856, 3.133, 3.210], [2.443, 3.630, 1.643], [1.829, 2.417, 0.418], [3.356, 0.720, 2.342], [4.277, 2.390, 2.423], [3.470, 0.818, 0.017], [5.421, -0.029, 1.555], [6.376, 1.226, 0.561], [5.009, 1.336, -2.125], [4.748, -0.194, -4.319], [4.919, -2.888, -4.060], [5.456, -4.022, -1.633], [5.647, -3.551, 0.784], [-2.146, 2.490, 1.965], [-0.507, 4.416, 2.063], [-0.042, 3.769, 0.323], [-2.499, 5.414, 1.073], [-3.005, 3.782, 0.406], [-0.693, 5.497, -0.957], [-2.484, 5.895, -1.363], [-3.002, 2.770, -3.218], [-3.638, 3.140, -1.536], [-3.652, 4.493, -2.827], [-3.104, 1.394, -6.253], [-4.312, 0.611, -5.700], [-3.813, -0.715, -5.092], [-5.123, 0.321, -6.720], [-2.566, 0.839, -7.030], [-3.412, 2.355, -6.680], [-2.385, 1.609, -5.448], [-4.697, 1.210, -4.847], [-3.301, -1.344, -5.829], [-4.640, -1.296, -4.669], [-3.099, -0.521, -4.276]],
  "lumo_energy_ev": 1.78,
  "gap_ha": 0.154,
  "charge": -1,
  "homo_energy_ev": -2.41
}



{
  "formula": "C5H8O2P",
  "method": "the ωB97M-V functional and the def2-TZVPD basis",
  "species": ["C", "C", "C", "C", "C", "O", "O", "P", "H", "H", "H", "H", "H", "H", "H", "H"],
  "positions_angstrom": [[-2.285, 0.182, -0.111], [-1.528, -0.027, 0.971], [-1.273, 1.220, -0.647], [-0.644, 1.062, 0.729], [1.500, -1.505, -0.498], [2.869, -0.344, 1.398], [2.541, 0.969, -0.723], [2.022, 0.033, 0.279], [-3.070, -0.166, -0.665], [-1.482, -0.761, 1.726], [-0.621, 0.763, -1.362], [-1.772, 2.154, -0.794], [-0.257, 1.886, 1.329], [0.914, -1.987, 0.423], [0.695, -1.358, -1.191], [2.393, -2.122, -0.864]],
  "lumo_energy_ev": [3.90, 3.90],
  "gap_ha": [0.238, 0.238],
  "charge": -1,
  "homo_energy_ev": [-2.57, -2.58]
}



{
  "formula": "C3H6BiLiO5",
  "method": "the ωB97M-V functional and the def2-TZVPD basis",
  "species": ["H", "C", "C", "O", "Bi", "O", "H", "H", "H", "C", "O", "O", "H", "Li", "O", "H"],
  "positions_angstrom": [[-0.787, -1.289, -3.455], [-0.281, -1.567, -2.507], [-0.717, -0.568, -1.445], [-2.112, -0.647, -1.247], [2.769, -0.871, -2.167], [1.088, -1.598, -2.650], [-0.684, -2.562, -2.226], [-0.400, 0.450, -1.730], [-0.197, -0.791, -0.492], [-2.763, 0.583, -0.223], [-2.157, 1.706, -0.089], [-4.089, 0.596, -0.610], [-4.225, 1.394, -1.131], [-1.566, 1.260, 1.644], [-2.605, -0.249, 0.896], [-2.318, -1.225, 0.258]],
  "lumo_energy_ev": [-7.16, -6.97],
  "s2": 0.75,
  "gap_ha": [0.202, 0.211],
  "charge": 1,
  "spin_multiplicity": 2,
  "homo_energy_ev": [-12.67, -12.70]
}



Please write out number 3 again, unchanged.
{
  "formula": "C5H8O2P",
  "method": "the ωB97M-V functional and the def2-TZVPD basis",
  "species": ["C", "C", "C", "C", "C", "O", "O", "P", "H", "H", "H", "H", "H", "H", "H", "H"],
  "positions_angstrom": [[-2.285, 0.182, -0.111], [-1.528, -0.027, 0.971], [-1.273, 1.220, -0.647], [-0.644, 1.062, 0.729], [1.500, -1.505, -0.498], [2.869, -0.344, 1.398], [2.541, 0.969, -0.723], [2.022, 0.033, 0.279], [-3.070, -0.166, -0.665], [-1.482, -0.761, 1.726], [-0.621, 0.763, -1.362], [-1.772, 2.154, -0.794], [-0.257, 1.886, 1.329], [0.914, -1.987, 0.423], [0.695, -1.358, -1.191], [2.393, -2.122, -0.864]],
  "lumo_energy_ev": [3.90, 3.90],
  "gap_ha": [0.238, 0.238],
  "charge": -1,
  "homo_energy_ev": [-2.57, -2.58]
}



Question: Which formula does entry 2 have?
Answer: C29H54BFN2O8PS